[1]
Molecular formula: C2H3IN2
Method: DFT, ωB97M-V/def2-TZVPD

The geometry in XYZ format:
```
8
Properties=species:S:1:pos:R:3:forces:R:3:nbo_charge:R:1
N -0.7167 -0.0939 2.1971 0.45 -1.44 0.74 -0.60
C -0.4395 -0.1360 1.0211 1.71 0.02 -1.34 0.37
C -0.1264 -0.2678 -0.2463 -2.73 -1.07 1.17 -0.25
N 0.7544 0.2860 -1.0693 1.76 0.03 -2.54 -0.77
I 1.6796 -0.8150 -2.5558 -0.29 0.27 0.68 0.28
H -1.3847 0.5991 2.3568 -1.30 1.72 0.92 0.36
H -0.9697 -0.7158 -0.7499 -0.26 -0.71 -0.21 0.21
H 1.2030 1.1434 -0.9537 0.66 1.18 0.57 0.40
```
Forces are in eV/Å.

Its spin multiplicity is 1. The HOMO energy is -7.89 eV. The orbital gap is 7.4 eV. Its SMILES is N=C=CNI. Its relative energy (zero: lowest compared OMol25 entry of this formula, charge and spin) is 31.7 kcal per mole. The value obtained for the molar mass is 181.96 g mol⁻¹.

=====

[2]
Molecular formula: C2H3IN4
Method: DFT, ωB97M-V/def2-TZVPD

The geometry in XYZ format:
```
10
Properties=species:S:1:pos:R:3:forces:R:3:nbo_charge:R:1
I 1.1967 -1.5707 -1.8223 -0.60 1.24 0.78 0.10
C 0.8583 0.2998 -0.6425 -0.55 0.09 0.18 -0.32
N 0.8739 0.0774 0.7776 0.84 -0.87 1.45 -0.25
C 0.4313 -0.8654 1.6579 -0.25 -0.38 -2.74 0.16
N 0.5701 -0.3860 2.8535 -1.03 -2.54 0.77 -0.28
N 1.0943 0.7743 2.7198 1.50 3.20 1.77 -0.06
N 1.3303 1.1126 1.5247 -0.44 -0.37 -1.04 -0.07
H 1.7931 0.8708 -0.8478 -1.26 -0.07 -0.14 0.25
H -0.1542 0.8467 -0.6855 1.69 -0.89 -1.60 0.25
H 0.0657 -1.8347 1.2948 0.11 0.60 0.57 0.23
```
Forces are in eV/Å.

Its spin multiplicity is 1. The HOMO energy is -10.36 eV. The orbital gap is 9.8 eV. Its SMILES is ICn1cnnn1. Its relative energy (zero: lowest compared OMol25 entry of this formula, charge and spin) is 4.6 kcal per mole. The value obtained for the molar mass is 209.98 g mol⁻¹.

=====

[3]
Molecular formula: C2H3IO
Method: DFT, ωB97M-V/def2-TZVPD

The geometry in XYZ format:
```
7
Properties=species:S:1:pos:R:3:forces:R:3:nbo_charge:R:1
O 0.8721 -0.9090 1.5627 0.10 0.45 0.72 -0.49
C 0.6391 -0.6571 0.4299 -1.98 0.37 -2.28 0.44
C -0.3092 0.5413 -0.1089 1.38 0.54 1.84 -0.67
I -1.7826 0.0497 -1.6016 0.28 -0.22 0.68 0.12
H 0.9612 -1.3261 -0.4003 0.25 0.21 0.12 0.10
H -0.7176 1.0785 0.8428 0.42 -0.88 -2.04 0.25
H 0.3372 1.2227 -0.7246 -0.45 -0.48 0.95 0.24
```
Forces are in eV/Å.

Its spin multiplicity is 1. The HOMO energy is -9.78 eV. The orbital gap is 9.7 eV. Its SMILES is O=CCI. Its relative energy (zero: lowest compared OMol25 entry of this formula, charge and spin) is 14.4 kcal per mole. The value obtained for the molar mass is 169.95 g mol⁻¹.